1.
Entry from the OMol25 dataset: C36H41BN8Pt as an isolated structure in a non-equilibrium geometry (ωB97M-V with the def2-TZVPD basis set).

Charge: +2
Multiplicity: 3
Relative energy (zero: lowest compared OMol25 entry of this formula, charge and spin), eV: 0.281

Each line ends with the Mulliken charge.
Geometry (Å):
Pt 0.1939 -0.1728 -0.1598  3.39
C 2.2855 1.3162 4.7357  -1.42
C 1.4572 0.4750 3.8290  0.82
C 0.6706 -0.6181 4.1548  -1.26
C 0.1732 -1.1045 2.9407  -0.61
N 0.5692 -0.2803 1.9681  -0.58
N 1.3809 0.6499 2.4938  0.68
B 2.2592 1.5342 1.5723  -1.04
N 1.3848 2.4697 0.6989  0.64
N 0.5771 1.9533 -0.2392  -0.56
C 0.1891 2.9315 -1.0603  -0.69
C 0.6900 4.1409 -0.5647  -1.21
C 1.4690 3.8052 0.5306  0.79
C 2.2932 4.7038 1.3850  -1.42
C -0.5538 2.6642 -2.2948  0.18
C -0.3454 1.4736 -2.9991  0.20
C -1.0428 1.2104 -4.1676  -0.83
C -1.9497 2.1413 -4.6578  -0.52
C -2.1454 3.3375 -3.9791  -0.96
C -1.4476 3.6006 -2.8101  -0.33
N 3.0194 0.5815 0.6079  0.51
N 2.3685 -0.2507 -0.2394  0.32
C 3.2658 -0.9506 -0.9424  -0.29
C 4.5415 -0.5422 -0.5229  -1.44
C 4.3479 0.4186 0.4504  0.55
C 5.3797 1.1720 1.2158  -1.38
C 2.9334 -1.9522 -1.9696  1.51
C 3.9714 -2.5853 -2.6537  -0.85
C 3.7115 -3.5296 -3.6328  -0.87
C 2.4058 -3.8656 -3.9527  -0.50
C 1.3598 -3.2495 -3.2825  -1.56
C 1.6245 -2.3072 -2.3049  0.49
C -0.5731 -2.3355 2.6682  0.20
C -0.3674 -3.0359 1.4749  0.16
C -1.0704 -4.2003 1.2085  -0.86
C -1.9810 -4.6884 2.1369  -0.51
C -2.1748 -4.0127 3.3351  -0.96
C -1.4707 -2.8486 3.6026  -0.33
H 2.1213 1.0099 5.7655  0.40
H 2.0356 2.3729 4.6433  0.29
H 3.3463 1.2007 4.5104  0.26
H 0.5482 -1.0523 5.1325  0.55
H 3.0210 2.1693 2.2176  -0.04
H 0.5726 5.1214 -0.9936  0.56
H 2.1308 5.7366 1.0880  0.40
H 3.3548 4.4799 1.2736  0.26
H 2.0368 4.6000 2.4390  0.29
H 0.4150 0.7734 -2.6546  0.96
H -0.8531 0.3020 -4.7267  0.53
H -2.4775 1.9500 -5.5827  0.47
H -2.8343 4.0741 -4.3709  0.45
H -1.6104 4.5319 -2.2816  0.46
H 5.4930 -0.8986 -0.8767  0.50
H 6.3674 0.8543 0.8923  0.39
H 5.2922 0.9872 2.2867  0.26
H 5.2915 2.2456 1.0477  0.25
H 4.9970 -2.3354 -2.4193  0.37
H 4.5330 -4.0063 -4.1503  0.43
H 2.2009 -4.6025 -4.7173  0.42
H 0.3380 -3.5114 -3.5283  0.45
H 0.7872 -1.8407 -1.7888  0.37
H 0.3938 -2.6901 0.7768  0.95
H -0.8837 -4.7584 0.2988  0.52
H -2.5139 -5.6096 1.9418  0.47
H -2.8658 -4.4038 4.0702  0.45
H -1.6306 -2.3218 4.5352  0.48
C -4.3277 -1.1637 -1.1764  -1.00
C -2.7838 -1.0710 -1.0824  -0.62
N -2.3784 -0.0572 -0.0931  0.16
C -2.9206 1.2554 -0.4830  0.58
C -4.4622 1.2077 -0.5924  -1.07
N -4.9088 -0.1691 -0.2237  0.02
C -4.4781 -0.4925 1.1694  -1.08
C -2.9358 -0.4009 1.2260  0.54
H -4.6913 -2.1524 -0.9021  0.34
H -4.6880 -0.9328 -2.1771  0.34
H -2.3641 -0.7949 -2.0491  0.47
H -2.3681 -2.0323 -0.7833  0.46
H -2.4959 1.5477 -1.4348  -1.00
H -2.6060 1.9874 0.2597  0.69
H -4.7968 1.4122 -1.6080  0.45
H -4.9461 1.9200 0.0733  0.31
H -5.9257 -0.2154 -0.2775  0.29
H -4.8285 -1.4952 1.4083  0.45
H -4.9583 0.2054 1.8528  0.30
H -2.5246 -1.3469 1.5519  -0.93
H -2.6190 0.3608 1.9374  0.70

---

2.
Entry from the OMol25 dataset: FFe2H8O4 as an isolated structure in a non-equilibrium geometry (ωB97M-V with the def2-TZVPD basis set).

Charge: +3
Multiplicity: 9
Relative energy (zero: lowest compared OMol25 entry of this formula, charge and spin), eV: 4.152

Each line ends with the Mulliken charge.
Geometry (Å):
Fe -10.7251 17.2679 -16.3654  1.38
Fe -14.3950 17.6056 -16.5117  1.18
F -12.6973 16.5398 -16.0303  -0.43
O -15.4494 15.8603 -16.6963  -0.41
H -15.0445 15.2932 -17.3763  0.38
H -16.2891 15.4132 -16.4563  0.33
O -12.1068 14.9798 -12.7178  -0.37
H -11.1325 15.0832 -12.6667  0.40
H -12.3899 15.4429 -13.5225  0.29
O -12.4784 13.7465 -16.2405  -0.53
H -12.7911 13.7608 -17.1551  0.31
H -12.5088 14.6617 -15.9346  0.23
O -13.8323 17.7034 -18.6389  -0.44
H -12.9854 17.4458 -19.0286  0.32
H -14.3653 18.0281 -19.3966  0.35

---

3.
Entry from the OMol25 dataset: a 3-piece molecular cluster, C21H40O11P2 overall in a non-equilibrium geometry (ωB97M-V with the def2-TZVPD basis set).

Charge: 0
Multiplicity: 1

Each line ends with the Mulliken charge.
Geometry (Å):
C -0.3342 6.4560 5.9730  -0.59
C -1.4763 6.2621 5.0310  -0.45
C -1.2474 6.3895 3.3928  -0.09
C -0.4301 5.0470 2.9341  0.42
C 0.4632 4.9539 1.7551  0.01
C 0.9317 5.9861 0.5869  -0.19
C 0.0339 7.3383 0.4066  -0.94
C 1.0642 3.3942 1.8056  0.14
O 1.9495 2.9351 0.8770  -0.51
O 0.5350 2.6086 2.9547  -0.24
C -0.3991 3.5419 3.6415  0.34
O -1.0982 3.0761 4.7001  -0.54
H -0.1648 7.5218 6.4682  0.24
H 0.3701 5.5359 6.1573  0.24
H -2.5204 5.9975 5.5027  0.32
H -2.3025 6.4540 2.8363  0.29
H -0.6368 7.3878 3.2286  0.17
H 2.0889 6.2628 0.6759  0.29
H 0.8557 5.3909 -0.4457  0.28
H 0.4328 7.9123 -0.5441  0.34
H 0.1065 8.1034 1.3106  0.20
H -1.0762 7.0008 0.1777  0.26
O 4.0018 -3.4798 -0.6248  -0.74
P 4.3379 -2.3558 -1.6354  1.00
O 2.8692 -1.5888 -1.4844  -0.43
C 2.3334 -1.2950 -0.2042  0.19
C 2.6256 0.1389 0.1903  -0.93
O 3.9666 -3.2436 -2.9926  -0.35
C 4.1036 -4.6573 -2.9814  -0.32
C 2.7700 -5.3138 -2.6671  -1.00
O 4.7135 -1.1000 -2.7645  -0.32
C 5.0386 0.1992 -2.3157  0.04
C 6.1699 0.2114 -1.3096  -1.16
H 2.7046 -1.9753 0.5710  0.33
H 1.2493 -1.4332 -0.2701  -0.10
H 3.6990 0.2889 0.3360  0.14
H 2.1191 0.3962 1.1251  0.36
H 2.2955 0.8348 -0.5883  0.27
H 4.8870 -4.9702 -2.2819  0.32
H 4.4323 -4.9672 -3.9803  0.36
H 2.3106 -4.9023 -1.7651  0.23
H 2.8907 -6.3929 -2.5343  0.37
H 2.0597 -5.1406 -3.4819  0.27
H 4.1472 0.6901 -1.9272  0.10
H 5.3444 0.7731 -3.1955  0.34
H 5.9390 -0.4062 -0.4391  0.34
H 6.3703 1.2327 -0.9700  0.37
H 7.0828 -0.1929 -1.7575  0.32
O -5.1247 -1.8636 -1.3507  -0.73
P -4.3055 -2.7626 -0.3925  1.01
O -3.3418 -3.4004 -1.5894  -0.37
C -2.7052 -2.5552 -2.5343  -0.47
C -1.2692 -2.2797 -2.1351  -0.86
O -5.4167 -3.9999 -0.3434  -0.35
C -6.7984 -3.7273 -0.5285  -0.31
C -7.1918 -3.9577 -1.9777  -1.03
O -3.3902 -3.7671 0.6782  -0.32
C -2.0767 -3.4098 1.0552  0.05
C -1.9873 -2.0151 1.6373  -1.11
H -3.2386 -1.6081 -2.6748  0.33
H -2.7139 -3.0821 -3.4941  0.32
H -1.2299 -1.6891 -1.2156  0.10
H -0.7482 -1.7207 -2.9178  0.48
H -0.7267 -3.2136 -1.9535  0.27
H -7.0465 -2.7133 -0.1950  0.33
H -7.3616 -4.4155 0.1126  0.35
H -6.5350 -3.4283 -2.6722  0.27
H -8.2210 -3.6329 -2.1566  0.35
H -7.1137 -5.0206 -2.2284  0.28
H -1.4014 -3.5389 0.2102  0.06
H -1.7563 -4.1291 1.8147  0.35
H -2.3616 -1.2641 0.9385  0.32
H -0.9506 -1.7706 1.8905  0.34
H -2.5948 -1.9410 2.5445  0.33

---

4.
Entry from the OMol25 dataset: an isolated ion of composition C3H8N3 and charge +1 in a non-equilibrium geometry (ωB97M-V with the def2-TZVPD basis set).

Charge: +1
Multiplicity: 1
Relative energy (zero: lowest compared OMol25 entry of this formula, charge and spin), eV: 3.643

Each line ends with the Mulliken charge.
Geometry (Å):
C -1.4702 -1.9077 -0.3126  -0.32
C 0.1167 0.4268 -0.1937  0.33
C 0.7533 -0.1754 1.0403  -1.07
N -1.8052 -0.6514 -0.2672  -0.48
N -1.0158 0.2903 -0.7103  -0.07
N 0.7747 1.7135 -0.6528  -0.25
H -0.6214 -2.3131 -0.6977  0.37
H -2.1405 -2.5338 0.1538  0.31
H 1.4268 0.5914 1.6210  0.39
H 1.3081 -1.0706 0.7270  0.30
H -0.0701 -0.3210 1.7326  0.36
H 0.0492 2.3166 -1.1528  0.40
H 1.5362 1.4728 -1.3944  0.39
H 1.1581 2.1616 0.1070  0.34

---

5.
Entry from the OMol25 dataset: C47H44O2P3SY as an isolated structure in a non-equilibrium geometry (ωB97M-V with the def2-TZVPD basis set).

Charge: +2
Multiplicity: 1
Relative energy (zero: lowest compared OMol25 entry of this formula, charge and spin), eV: 0.000

Each line ends with the Mulliken charge.
Geometry (Å):
Y -1.1754 0.4094 -0.3237  0.56
C -0.1237 -0.9158 3.2208  -1.09
C -0.0687 -2.1573 2.2573  -1.74
P 0.4745 -1.8974 0.4774  1.54
C 0.0383 -3.5669 -0.2542  0.28
C -0.4860 -3.6097 -1.5571  -0.12
C -0.4764 -4.8483 -2.2278  -0.63
C -0.0161 -5.9835 -1.6517  -0.49
C 0.5098 -5.9637 -0.3211  -0.79
C 0.4812 -4.7605 0.2982  -0.06
C 2.2983 -2.1769 0.7012  0.75
C 2.9099 -2.0019 1.9385  -0.31
C 4.2169 -2.4137 2.2240  -0.78
C 4.9463 -3.1257 1.2735  -0.51
C 4.3929 -3.3160 0.0226  -0.76
C 3.1438 -2.7750 -0.3077  -0.77
P -1.5028 0.2011 2.7426  1.40
C -2.9280 -0.6933 3.5190  0.58
C -2.8463 -1.5769 4.6098  -0.26
C -4.0347 -2.2131 5.0346  -0.77
C -5.1971 -2.0832 4.2099  -0.56
C -5.2747 -1.2307 3.1785  -0.70
C -4.1226 -0.5411 2.7886  -0.36
C -1.1563 1.5233 3.8982  0.36
C -1.5662 1.5668 5.2392  -0.58
C -1.3049 2.6989 6.0029  -0.65
C -0.5491 3.7541 5.4723  -0.37
C -0.1389 3.7067 4.1420  -0.82
C -0.5739 2.6863 3.3510  -0.22
H 0.7988 -0.3097 3.1228  0.56
H -0.2323 -1.1840 4.3092  0.42
H -1.1511 -2.3669 2.1829  0.56
H 0.4556 -3.0154 2.6773  0.74
H -0.9032 -2.6980 -2.0646  0.18
H -0.7445 -4.8527 -3.2846  0.41
H -0.0412 -6.9043 -2.1839  0.43
H 1.0395 -6.7389 0.1926  0.44
H 0.7384 -4.7232 1.3762  0.09
H 2.4259 -1.4352 2.6956  0.22
H 4.6875 -2.1276 3.1589  0.45
H 5.9681 -3.4835 1.4814  0.38
H 4.9337 -3.7929 -0.7991  0.43
H 2.8093 -2.7414 -1.3342  0.51
H -1.8715 -1.7506 5.1338  0.29
H -4.0834 -2.7605 5.9353  0.48
H -6.0280 -2.7351 4.5091  0.37
H -6.1795 -1.0803 2.6079  0.44
H -4.1067 0.1784 1.9388  0.24
H -2.0289 0.6869 5.6164  0.42
H -1.6303 2.7950 7.0360  0.40
H -0.2830 4.5764 6.1427  0.39
H 0.2430 4.6444 3.7575  0.40
H -0.3944 2.6344 2.3060  0.09
O -1.4247 2.6838 0.0790  -0.70
C -1.0616 2.6543 -1.1481  0.44
C -0.4145 3.6918 -1.9037  0.82
C -0.7848 5.0589 -1.9295  -0.88
C 0.0289 5.9273 -2.6503  -0.70
C 1.2070 5.5070 -3.2516  -0.75
C 1.6518 4.1401 -3.0802  -0.25
C 0.7835 3.2353 -2.4901  -0.17
P 1.1246 1.5533 -2.0248  1.72
C 1.0857 0.8647 -3.6698  0.23
C 2.1042 -0.0654 -3.9245  -0.48
C 2.0501 -0.9349 -4.9864  -1.08
C 1.0553 -0.7328 -5.8987  -0.54
C 0.0911 0.2749 -5.7684  -0.91
C 0.0880 1.0693 -4.6238  -0.12
C 2.7920 1.7367 -1.3656  0.81
C 3.9111 1.6669 -2.2118  -0.41
C 5.1718 1.7158 -1.6142  -0.93
C 5.3297 1.6542 -0.1960  -0.88
C 4.1679 1.7249 0.5865  -0.59
C 2.8970 1.8069 0.0432  -0.64
H -1.6379 5.4796 -1.4878  0.60
H -0.2705 6.8909 -2.9002  0.44
H 1.8053 6.1858 -3.8308  0.47
H 2.6082 3.7936 -3.4491  0.39
H 2.9743 -0.1702 -3.2129  0.24
H 2.8273 -1.6527 -5.1456  0.56
H 0.9461 -1.3093 -6.7944  0.45
H -0.5115 0.6697 -6.5561  0.49
H -0.6866 1.8463 -4.4607  0.39
H 3.7812 1.6660 -3.2969  0.55
H 6.1078 1.8310 -2.2378  0.34
H 6.2692 1.7753 0.2719  0.53
H 4.1832 1.7002 1.6619  0.47
H 2.0576 2.2357 0.5944  0.48
C -4.7674 1.7013 -1.8546  -0.98
S -4.3130 -0.0158 -1.4010  0.61
C -4.9417 -0.7228 -3.0168  -1.13
O -2.7406 -0.2003 -1.6854  -0.75
H -4.2560 2.3847 -1.1794  0.30
H -5.8468 1.8501 -1.6430  0.47
H -4.5793 1.8965 -2.9268  0.36
H -6.0373 -0.5662 -3.0860  0.42
H -4.7382 -1.7844 -3.0039  0.39
H -4.3796 -0.2298 -3.8030  0.38

---

6.
Entry from the OMol25 dataset: a 4-piece molecular cluster, C4H15NO3 overall in a non-equilibrium geometry (ωB97M-V with the def2-TZVPD basis set).

Charge: 0
Multiplicity: 1
Relative energy (zero: lowest compared OMol25 entry of this formula, charge and spin), eV: 0.507

Each line ends with the Mulliken charge.
Geometry (Å):
C 1.6978 -0.7644 -0.8694  -0.47
N 0.9359 -1.0535 0.3685  -0.42
C 1.0138 0.0814 1.3157  -0.45
C 1.7599 1.2119 0.5603  -0.61
C 2.5848 0.4100 -0.4751  -0.66
H 2.3165 -1.6166 -1.1451  0.35
H 1.0712 -0.4685 -1.7127  0.24
H 1.1554 -1.9590 0.7053  0.20
H -0.0333 0.3472 1.4191  0.24
H 1.4320 -0.2253 2.2755  0.27
H 2.2867 1.9943 1.0803  0.41
H 0.9259 1.5401 -0.0799  0.18
H 2.9471 0.9481 -1.3518  0.36
H 3.4576 0.0234 0.0738  0.31
H -1.8632 2.7059 0.8530  0.29
H -2.5267 1.3311 0.8609  0.35
O -1.8290 1.8529 1.3100  -0.63
H -2.8252 -0.3633 -1.2640  0.31
H -4.0550 -0.4800 -0.3887  0.30
O -3.3307 0.1137 -0.5859  -0.65
H -1.2289 -2.6749 -1.5047  0.29
H -0.5944 -1.5520 -0.6636  0.50
O -1.2906 -1.7354 -1.3369  -0.71

---

7.
Entry from the OMol25 dataset: a 7-piece molecular cluster, H14O7 overall (ωB97M-V with the def2-TZVPD basis set).

Charge: 0
Multiplicity: 1
Relative energy (zero: lowest compared OMol25 entry of this formula, charge and spin), eV: 1.477

Each line ends with the Mulliken charge.
Geometry (Å):
O 0.5493 -2.4186 2.0300  -0.65
H 0.5430 -2.0563 1.1361  0.39
H -0.1396 -1.9324 2.4896  0.31
O 0.2441 1.5109 -2.9955  -0.65
H 1.1893 1.6085 -3.1389  0.31
H 0.1696 0.7886 -2.3619  0.36
O 2.2828 2.2445 0.8925  -0.63
H 2.6869 1.7385 0.1826  0.32
H 1.3363 2.0928 0.8063  0.32
O 1.0329 -1.7939 -1.1054  -0.60
H 0.3136 -2.3723 -1.3708  0.31
H 0.5865 -1.0729 -0.6384  0.24
O -1.6976 -2.7117 0.0001  -0.55
H -2.0675 -2.8561 -0.8765  0.29
H -2.0726 -3.4101 0.5447  0.28
O -0.6096 2.8832 1.1179  -0.63
H -0.5552 3.7212 0.6479  0.30
H -1.2998 3.0086 1.7755  0.27
O -0.5184 0.1552 0.1599  -0.56
H -1.3998 -0.2120 0.2801  0.24
H -0.5742 1.0843 0.4242  0.33

---

8.
Entry from the OMol25 dataset: C9H11ClNOPS as an isolated structure in a non-equilibrium geometry (ωB97M-V with the def2-TZVPD basis set).

Charge: 0
Multiplicity: 1
Relative energy (zero: lowest compared OMol25 entry of this formula, charge and spin), eV: 0.000

Each line ends with the Mulliken charge.
Geometry (Å):
C 1.5622 2.1043 2.8530  -0.44
C 0.9695 0.8938 3.1704  -0.48
C 1.3537 2.6968 1.6164  -0.95
C 0.4016 0.1155 2.1631  -0.62
C 0.8531 1.9220 0.5831  -0.43
C 0.4448 0.5735 0.8340  1.00
C -0.4320 -1.4215 -0.3003  -0.63
C -0.6192 -1.7027 -1.8134  0.29
C -1.6951 -2.6623 -2.1737  -1.61
N -0.1200 -0.0450 -0.3018  0.23
O -1.0594 -0.5334 -2.4772  -0.36
P -0.3362 0.7284 -1.8401  0.50
S -1.4403 2.3110 -2.1422  -0.36
Cl 1.4335 0.7691 -2.7465  -0.21
H 2.0812 2.7608 3.6768  0.23
H 0.8363 0.4396 4.1104  0.38
H 1.6596 3.6626 1.5325  0.48
H -0.0302 -0.7794 2.2936  0.56
H 0.7640 2.4520 -0.3052  0.18
H -1.3886 -1.5356 0.2220  0.36
H 0.5385 -1.8827 0.1988  0.38
H 0.2484 -2.0147 -2.3269  0.31
H -2.5366 -2.1282 -2.4326  0.41
H -2.0218 -3.4120 -1.4455  0.38
H -1.4668 -3.3116 -2.9488  0.41

---

E_tot per entry: -53829.5763, -79775.0182, -63513.1471, -7701.6352, -93277.9288, -12023.7117, -14559.9849, -45696.1667 eV